C10H10NO2S | ωB97M-V with the def2-TZVPD basis set

Last column: Löwdin charge in e.
Cartesian coordinates (Å):
C  -4.538  1.069  0.303  -0.076
C  -5.116  -0.156  0.469  -0.278
C  -3.155  1.024  -0.019  -0.199
C  -2.676  -0.332  -0.138  -0.308
C  -2.251  1.942  -0.299  -0.039
C  -1.253  -0.656  -0.146  -0.305
C  0.657  -1.680  -0.162  -0.066
C  0.870  -0.125  0.166  -0.516
C  1.346  -0.102  1.624  -0.011
C  1.639  0.729  -0.917  0.001
N  -0.454  0.331  0.085  0.146
O  -1.623  2.850  -0.458  0.369
O  -0.740  -1.926  -0.370  0.041
S  -3.952  -1.457  0.145  1.190
H  -5.193  1.945  0.372  0.144
H  -6.136  -0.384  0.640  0.079
H  1.224  -1.956  -1.018  0.120
H  0.999  -2.209  0.721  0.123
H  2.363  -0.464  1.662  0.097
H  0.602  -0.641  2.257  0.110
H  1.290  0.947  1.901  0.085
H  1.033  1.196  -1.728  0.086
H  2.474  0.072  -1.276  0.092
H  2.096  1.672  -0.396  0.115

charge: +1
HOMO energy: -13.2 eV
energy above the lowest of the compared OMol25 structures with the same formula, charge and spin: 45.9 kJ/mol
LUMO level: -5.58 eV
M: 208.26 Da

=====

C10H10O2 | ωB97M-V with the def2-TZVPD basis set

Last column: Löwdin charge in e.
Cartesian coordinates (Å):
C  -2.396  -0.535  0.160  -0.063
C  -1.475  -1.747  0.232  -0.100
C  0.052  -1.315  0.633  -0.332
O  0.034  -0.937  1.923  0.084
C  0.914  0.097  2.167  -0.330
O  1.402  0.395  3.218  0.152
C  0.967  0.655  0.717  -0.069
C  1.666  1.789  0.300  0.009
C  1.634  2.082  -1.074  -0.057
C  1.032  1.153  -1.954  -0.029
C  0.565  -0.111  -1.503  0.018
C  0.563  -0.292  -0.154  -0.218
H  -2.532  -0.224  1.158  0.074
H  -3.198  -0.612  -0.424  0.031
H  -1.851  0.243  -0.342  0.073
H  -1.263  -1.987  -0.835  0.108
H  -1.752  -2.552  0.861  0.099
H  0.484  -2.221  0.413  0.141
H  2.036  2.557  1.047  0.142
H  2.294  2.839  -1.497  0.105
H  0.843  1.424  -2.889  0.055
H  -0.019  -0.704  -2.155  0.107

HOMO energy: -9.5 eV
energy above the lowest of the compared OMol25 structures with the same formula, charge and spin: 232.8 kJ/mol
SMILES string: CC[C@@H]1OC(=O)c2ccccc21
LUMO level: 0.43 eV
M: 162.19 Da

=====

C10H10O2 | ωB97M-V with the def2-TZVPD basis set

Last column: Löwdin charge in e.
Cartesian coordinates (Å):
C  -3.487  -1.133  0.061  -0.149
O  -2.985  0.088  0.116  -0.081
C  -1.658  0.357  0.027  -0.257
C  -1.229  1.677  0.266  0.012
C  0.168  1.969  0.145  -0.003
C  1.064  0.910  -0.214  -0.144
C  0.604  -0.374  -0.295  -0.171
C  -0.721  -0.654  -0.162  0.032
C  1.754  -1.307  -0.239  -0.169
O  2.417  -1.166  1.060  -0.004
C  3.007  -0.514  -0.086  -0.236
C  2.660  0.998  -0.188  -0.035
H  -3.376  -1.585  -0.959  0.118
H  -4.536  -1.077  0.265  0.090
H  -3.022  -1.712  0.830  0.090
H  -1.954  2.517  0.587  0.142
H  0.498  2.949  0.433  0.097
H  -0.990  -1.679  -0.230  0.110
H  1.804  -2.331  -0.719  0.165
H  3.918  -0.943  -0.530  0.144
H  2.959  1.434  0.840  0.141
H  3.106  1.575  -1.007  0.106

HOMO energy: -8.4 eV
energy above the lowest of the compared OMol25 structures with the same formula, charge and spin: 305.2 kJ/mol
SMILES string: COc1ccc2c(c1)[C@@H]1O[C@@H]1C2
LUMO level: 0.95 eV
M: 162.19 Da

=====

C10H10O2P | ωB97M-V with the def2-TZVPD basis set

Last column: Löwdin charge in e.
Cartesian coordinates (Å):
C  3.356  0.736  -0.246  -0.008
C  3.438  -0.652  -0.213  -0.004
C  2.168  1.380  0.067  0.032
C  2.267  -1.374  -0.018  0.030
C  0.997  0.675  0.309  -0.175
C  1.075  -0.703  0.240  -0.147
C  -0.271  1.298  0.471  -0.398
C  -0.203  -1.495  0.340  -0.291
C  -2.310  -0.109  -1.513  -0.179
C  -3.150  0.107  1.257  -0.140
O  -0.521  2.443  0.596  0.148
O  -0.475  -2.644  0.552  0.124
P  -1.659  -0.051  0.175  1.123
H  4.254  1.329  -0.570  0.147
H  4.366  -1.099  -0.353  0.104
H  2.107  2.364  -0.236  0.111
H  2.313  -2.422  0.152  0.127
H  -1.670  0.293  -2.337  0.088
H  -3.230  0.505  -1.370  0.069
H  -2.642  -1.127  -1.702  0.067
H  -3.984  -0.203  0.771  0.015
H  -3.246  1.179  1.407  0.069
H  -2.978  -0.430  2.218  0.088

charge: +1
HOMO energy: -13.5 eV
energy above the lowest of the compared OMol25 structures with the same formula, charge and spin: 0.0 kJ/mol
LUMO level: -4.76 eV
M: 193.16 Da

=====

C10H11BeBiClF5O | ωB97M-V with the def2-TZVPD basis set

Last column: Löwdin charge in e.
Cartesian coordinates (Å):
Bi  -0.375  -0.342  0.155  1.012
Cl  1.225  -0.112  -1.712  -0.174
C  -0.559  1.865  0.782  -0.412
H  -1.247  1.923  1.677  -0.027
H  -1.035  2.451  -0.031  -0.033
H  0.403  2.334  1.088  -0.020
Be  -1.002  0.074  -4.502  -0.059
C  -0.119  1.596  -4.385  -0.253
C  -0.427  -1.578  -4.295  -0.258
C  -2.635  0.220  -4.905  -0.107
H  -0.886  -2.187  -3.493  -0.039
H  -0.512  -2.302  -5.132  -0.050
H  0.631  -1.740  -4.037  -0.071
H  -0.446  2.324  -3.618  -0.039
H  0.952  1.562  -4.130  -0.069
H  -0.068  2.276  -5.261  -0.050
H  -3.297  1.099  -5.129  -0.081
H  -3.453  -0.530  -5.081  -0.081
F  0.913  -1.107  7.026  0.068
C  0.982  -0.925  5.700  -0.179
C  2.239  -0.875  5.080  -0.148
F  3.370  -1.012  5.824  0.070
C  2.324  -0.690  3.720  -0.146
F  3.525  -0.638  3.093  0.081
C  1.163  -0.554  2.918  -0.337
O  1.268  -0.371  1.651  -0.347
C  -0.092  -0.615  3.598  -0.136
F  -1.268  -0.509  2.884  -0.032
C  -0.185  -0.792  4.956  -0.169
F  -1.389  -0.845  5.560  0.088

charge: -2
HOMO energy (alpha / beta): -1.2 / 1.0 eV
energy above the lowest of the compared OMol25 structures with the same formula, charge and spin: 52.5 kJ/mol
LUMO level (alpha / beta): 4.46 / 4.49 eV
M: 495.63 Da

=====

C10H11Cl3GeO2PdS4Sb | ωB97M-V with the def2-TZVPD basis set

Last column: Löwdin charge in e.
Cartesian coordinates (Å):
Pd  -0.359  -1.867  2.640  0.252
S  -2.215  2.164  4.882  -0.290
Sb  -1.419  0.052  4.810  -0.273
S  0.757  -0.167  4.126  -0.100
S  -2.623  -1.542  3.663  -0.129
S  -1.651  -0.794  7.066  -0.065
C  0.741  2.701  -4.370  -0.073
C  0.574  1.884  -3.115  -0.288
C  -0.358  0.858  -3.051  -0.024
C  -0.513  0.085  -1.903  -0.201
C  -1.539  -1.016  -1.835  -0.032
C  0.299  0.347  -0.804  -0.063
C  1.244  1.375  -0.839  -0.198
C  2.096  1.653  0.371  -0.030
C  1.363  2.134  -1.996  -0.024
C  0.158  -0.480  0.447  -0.682
O  1.046  -1.312  0.725  -0.058
O  -0.868  -0.279  1.158  -0.121
H  -0.104  2.559  -5.046  0.064
H  1.648  2.422  -4.914  0.071
H  0.816  3.767  -4.145  0.069
H  -0.989  0.656  -3.913  0.104
H  -2.052  -1.126  -2.792  0.067
H  -2.273  -0.812  -1.055  0.087
H  -1.076  -1.970  -1.574  0.081
H  1.478  1.856  1.249  0.088
H  2.749  2.509  0.192  0.068
H  2.702  0.782  0.625  0.084
H  2.089  2.943  -2.027  0.107
Cl  -1.261  -3.980  1.228  -0.134
Ge  -1.121  -4.718  3.484  0.059
Cl  1.041  -3.771  3.735  -0.123
Cl  -0.382  -6.913  2.978  -0.295

charge: -2
HOMO energy (alpha / beta): -2.4 / -2.6 eV
energy above the lowest of the compared OMol25 structures with the same formula, charge and spin: 42.7 kJ/mol
LUMO level (alpha / beta): 4.18 / 3.08 eV
2S+1: 4
M: 698.61 Da

=====

C10H11F3N2O3S | ωB97M-V with the def2-TZVPD basis set

Last column: Löwdin charge in e.
Cartesian coordinates (Å):
O  1.210  -3.005  0.178  -0.299
S  0.592  -1.977  1.031  0.707
O  0.973  -2.190  2.432  -0.301
N  -1.081  -1.994  0.916  -0.100
C  -1.610  -0.793  1.443  -0.175
N  -1.370  0.106  0.285  -0.097
C  -2.370  0.317  -0.789  -0.130
C  -3.244  -0.900  -1.136  -0.202
O  -2.367  -1.948  -1.625  -0.076
C  -0.046  0.522  0.106  -0.223
C  0.279  1.789  -0.391  0.016
C  1.603  2.226  -0.404  0.009
C  2.636  1.371  -0.008  -0.102
C  4.080  1.791  0.086  -0.551
F  4.446  2.097  1.362  0.133
F  4.255  2.929  -0.646  0.112
F  4.898  0.835  -0.380  0.150
C  2.274  0.060  0.353  0.030
C  0.957  -0.343  0.457  -0.204
H  -1.281  -2.007  -0.069  0.061
H  -2.696  -0.805  1.667  0.138
H  -1.054  -0.423  2.300  0.133
H  -1.860  0.609  -1.699  0.122
H  -3.006  1.182  -0.555  0.123
H  -3.868  -1.236  -0.277  0.122
H  -3.930  -0.597  -1.920  0.114
H  -2.852  -2.719  -1.930  0.101
H  -0.497  2.469  -0.709  0.116
H  1.841  3.230  -0.764  0.126
H  3.089  -0.595  0.686  0.146

HOMO energy: -8.8 eV
energy above the lowest of the compared OMol25 structures with the same formula, charge and spin: 8.9 kJ/mol
SMILES string: O=S1(=O)NCN(CCO)c2ccc(C(F)(F)F)cc21
LUMO level: 0.30 eV
M: 296.27 Da

=====

C10H11N2 | ωB97M-V with the def2-TZVPD basis set

Last column: Löwdin charge in e.
Cartesian coordinates (Å):
C  1.860  1.099  -2.029  0.016
C  1.078  1.895  -1.212  -0.072
C  0.719  -0.830  -1.004  -0.008
C  -0.561  -0.484  1.005  0.054
C  -3.333  1.650  1.711  0.360
C  1.540  -0.272  -1.978  -0.248
C  -1.465  0.022  1.876  -0.300
C  0.066  1.364  -0.313  -0.010
C  2.096  -1.340  -2.812  -0.035
C  -1.557  -0.542  3.234  0.008
N  0.025  0.007  -0.172  -0.107
N  -2.404  0.936  1.678  0.169
H  2.480  1.488  -2.777  0.110
H  1.076  3.023  -1.349  0.115
H  0.709  -1.900  -0.686  0.151
H  -0.372  -1.501  1.279  0.138
H  -4.233  2.178  1.725  0.119
H  1.621  -2.199  -2.433  0.057
H  3.165  -1.343  -2.489  0.121
H  1.995  -1.191  -3.846  0.082
H  -0.635  -0.345  3.780  0.110
H  -1.555  -1.635  3.089  0.116
H  -2.315  -0.081  3.725  0.056

charge: +1
HOMO energy (alpha / beta): -11.4 / -11.4 eV
energy above the lowest of the compared OMol25 structures with the same formula, charge and spin: 606.1 kJ/mol
LUMO level (alpha / beta): -5.16 / -5.16 eV
M: 159.21 Da

=====

C10H11NO4 | ωB97M-V with the def2-TZVPD basis set

Last column: Löwdin charge in e.
Cartesian coordinates (Å):
O  -1.147  2.332  -0.107  -0.004
N  -2.183  1.660  -0.135  -0.389
O  -3.288  2.168  -0.090  0.069
C  -2.088  0.314  -0.293  -0.039
C  -0.576  -0.262  -0.674  0.122
C  0.742  0.492  -0.724  -0.544
O  0.738  1.548  -1.604  0.030
C  1.398  0.927  0.688  -0.067
C  2.922  0.762  0.463  -0.112
C  2.931  -0.472  -0.483  -0.124
O  1.698  -0.444  -1.176  -0.071
C  -0.750  -1.661  -0.792  0.066
C  -1.741  -2.273  -0.373  0.046
C  -3.119  -1.920  0.010  -0.158
C  -3.368  -0.490  -0.522  -0.092
H  0.061  2.216  -1.219  0.109
H  0.946  0.180  1.492  0.151
H  1.062  2.007  1.045  0.147
H  3.271  1.736  0.125  0.119
H  3.355  0.615  1.350  0.059
H  3.698  -0.378  -1.141  0.093
H  2.874  -1.370  -0.004  0.099
H  -3.881  -2.727  -0.416  0.167
H  -3.038  -2.053  1.040  0.093
H  -4.045  0.101  0.139  0.138
H  -3.591  -0.586  -1.510  0.094

HOMO energy: -8.9 eV
energy above the lowest of the compared OMol25 structures with the same formula, charge and spin: 1057.7 kJ/mol
SMILES string: O=[N+]([O-])C1=C([C@@]2(O)CCCO2)C#CCC1
LUMO level: -1.76 eV
M: 209.20 Da